One molecule with the formula C20H18N2O3S at a distorted geometry. Source: OMol25; level of theory: the ωB97M-V functional and the def2-TZVPD basis.

The geometry in XYZ format:
```
44
Properties=species:S:1:pos:R:3
N -1.86697 -1.12526 -1.86908
C -1.13351 -2.15219 -1.37988
O -1.06930 -3.22676 -1.93852
C -0.51959 -1.95238 -0.02366
C -0.34254 -3.10918 0.73187
C 0.21218 -3.07024 1.99566
C 0.62186 -1.85634 2.52087
C 0.48091 -0.70118 1.77550
C -0.09602 -0.73048 0.50829
N -0.18210 0.44886 -0.26808
C -0.65786 1.68037 0.34145
C -2.14222 1.55844 0.56677
C -3.02377 1.86018 -0.46421
C -4.38555 1.68578 -0.29446
C -4.87793 1.20272 0.90629
C -4.00470 0.89654 1.93569
C -2.64219 1.07124 1.76645
S 1.03179 0.58476 -1.42331
O 1.09070 -0.64877 -2.13920
O 0.77164 1.79666 -2.14403
C 2.50068 0.76070 -0.41966
C 2.91007 2.01689 -0.01832
C 3.98766 2.12814 0.84561
C 4.62779 0.98555 1.30091
C 4.20484 -0.26947 0.89023
C 3.13028 -0.38615 0.02379
H -2.17229 -1.21542 -2.82527
H -1.74274 -0.19656 -1.50234
H -0.65593 -4.04323 0.29021
H 0.33027 -3.97840 2.56667
H 1.06692 -1.80673 3.50371
H 0.83558 0.23587 2.18024
H -0.13704 1.90902 1.27906
H -0.44253 2.46484 -0.38611
H -2.63507 2.23843 -1.39916
H -5.06329 1.92671 -1.09969
H -5.94050 1.06522 1.03942
H -4.38447 0.51834 2.87314
H -1.96326 0.82582 2.57022
H 2.39307 2.88378 -0.39889
H 4.32595 3.10266 1.16357
H 5.46485 1.07464 1.97720
H 4.70925 -1.15523 1.24452
H 2.77791 -1.34350 -0.32600
```

Properties
M = 366.442 g/mol
SMILES string = NC(=O)c1ccccc1N(Cc1ccccc1)S(=O)(=O)c1ccccc1
Net charge = 0
HOMO level = -9.19 eV
2S+1 = 1
Max |F| = 0.02198 Eh/bohr
Relative energy (zero: lowest compared OMol25 entry of this formula, charge and spin) = 81.7 kJ/mol
Frontier orbital gap = 9.72 eV